Record 1
114
Properties=species:S:1:pos:R:3:forces:R:3 method="wB97M-V/def2-TZVPD" charge=0 smiles="C[C@H]1COC(=O)O1.C[C@H]1COC(=O)O1.C[C@H]1COC(=O)O1.C[C@H]1COC(=O)O1.C[C@H]1COC(=O)O1.C[C@H]1COC(=O)O1.C[C@H]1COC(=O)O1.C[C@H]1COC(=O)O1.O=C1OCCO1" total_energy_ev=-92418.4624 relative_energy_kcal_mol=133.2 max_force_ha_per_bohr=0.1355 lumo_ev=-0.2151
C 26.312443 0.443898 -0.140533 -1.1 -0.8 -0.7
C 25.917484 -0.585974 -1.203914 -0.9 -0.3 0.1
O 26.027113 0.152800 -2.457784 -1.5 -4.2 0.2
C 26.456143 1.343028 -2.249631 2.3 1.0 -1.3
O 26.864541 2.046692 -3.130074 -0.7 0.6 0.5
O 26.594116 1.551480 -0.960097 1.0 2.2 2.3
H 27.126066 0.035772 0.459111 0.4 0.8 -0.1
H 25.478055 0.703381 0.511075 0.1 0.0 0.1
H 24.905609 -0.968090 -1.069042 -0.2 0.4 -0.3
H 26.511647 -1.497058 -1.133263 0.6 0.3 -0.8
C 18.007452 2.138541 3.146076 0.5 -0.2 -0.5
C 17.024657 2.323307 4.256257 -1.5 0.1 -0.6
C 15.553191 1.902340 3.961455 1.1 1.0 -0.6
O 15.568990 0.520743 4.266778 -0.6 0.1 -0.5
C 16.559194 0.323833 5.138260 -0.6 -6.6 2.2
O 16.706097 -0.779934 5.743009 -0.4 4.3 -2.1
O 17.333490 1.340330 5.228995 2.0 1.9 1.7
H 17.990936 2.969784 2.441195 -0.2 -0.2 -0.2
H 17.862736 1.159683 2.688890 -0.2 0.1 -0.5
H 19.028329 2.076863 3.523048 0.0 0.3 0.3
H 17.005251 3.364436 4.578395 0.4 -0.3 0.8
H 15.376380 2.140128 2.912503 -0.5 -0.6 0.0
H 14.828553 2.395638 4.609266 0.1 0.1 -0.1
C 13.733965 10.698059 1.782448 -1.0 0.0 1.4
C 12.776621 9.590611 2.300723 1.1 1.2 0.7
C 13.445024 8.221734 2.306222 0.3 1.0 -2.2
O 13.269152 7.723674 3.567590 -1.2 -1.1 1.4
C 12.684371 8.680590 4.335866 0.8 -1.9 4.3
O 12.428111 8.544158 5.516855 0.1 -0.3 -1.9
O 12.638446 9.800516 3.723930 -0.7 2.5 -1.5
H 14.640280 10.618428 2.382739 0.7 -0.9 -0.8
H 13.491565 11.659991 2.234135 -1.1 0.3 -0.7
H 13.795455 10.729133 0.694619 0.4 0.0 0.3
H 11.749226 9.575391 1.936964 0.2 0.2 -0.5
H 14.517775 8.346839 2.159074 0.0 -0.2 -0.5
H 12.950243 7.669005 1.507603 0.4 -0.8 0.2
C 27.870232 14.387515 -6.241439 0.4 -0.6 0.9
C 27.142372 13.357040 -5.306590 0.5 1.4 -2.2
C 25.712058 13.692625 -5.087303 -0.8 1.2 -0.1
O 25.052999 12.451988 -5.054426 -0.6 -1.5 0.7
C 25.862183 11.524134 -5.644353 -1.2 -1.7 0.4
O 25.642121 10.342156 -5.797970 -0.1 2.1 0.3
O 26.956734 12.138701 -6.020485 2.4 -0.5 -0.6
H 27.493597 14.587538 -7.244547 -0.8 -0.5 0.2
H 28.888206 14.041168 -6.420003 0.1 0.1 0.3
H 27.902278 15.345289 -5.722083 0.2 0.0 0.1
H 27.723984 13.225443 -4.394165 0.0 -0.3 0.0
H 25.311021 14.188446 -5.971288 0.1 0.5 0.0
H 25.532664 14.299292 -4.199672 -0.2 -0.3 0.0
C 19.308174 11.316697 -1.493109 -0.7 -1.8 -1.3
C 19.318927 12.625004 -0.879267 -1.2 0.5 2.1
C 19.466537 12.709594 0.660972 0.3 -0.6 -0.7
O 20.405253 13.772002 0.809749 -0.2 0.5 1.0
C 20.925792 14.107773 -0.375565 1.6 2.7 0.1
O 21.689137 15.044773 -0.579732 -1.6 -2.4 0.6
O 20.446512 13.290653 -1.289852 1.3 0.9 -2.4
H 18.381527 10.790701 -1.263421 0.2 -0.3 0.5
H 20.209177 10.738125 -1.289291 -0.2 -0.1 0.2
H 19.219531 11.415468 -2.574998 0.3 0.2 -0.1
H 18.399810 13.157440 -1.123859 0.1 0.4 -0.4
H 19.927743 11.798632 1.042465 -0.2 0.0 0.3
H 18.519404 12.933850 1.151647 0.3 0.1 0.2
C 19.001922 5.479354 -4.633714 0.1 0.9 -0.6
C 19.221401 3.975972 -4.718157 3.0 1.1 -0.4
C 20.618458 3.589449 -5.395122 -1.0 0.6 -1.1
O 21.288520 2.810464 -4.457372 0.5 -0.1 0.8
C 20.726520 2.970425 -3.236808 0.2 -2.8 -0.3
O 21.118373 2.332911 -2.285028 -0.7 1.9 -0.7
O 19.599642 3.677011 -3.384005 -0.9 -0.7 2.2
H 18.973705 6.025782 -5.576443 -0.6 -0.4 -0.4
H 19.851028 5.987601 -4.176755 0.3 -0.6 0.3
H 18.165178 5.772958 -3.999887 -0.3 -0.3 -0.3
H 18.408237 3.373196 -5.122533 -0.1 0.0 0.5
H 21.240119 4.460153 -5.603733 -0.2 0.2 -0.1
H 20.536617 2.984187 -6.297932 -0.2 0.2 0.0
C 16.836140 9.098654 8.262911 -0.7 -0.2 0.1
C 17.187112 10.560840 8.099847 0.5 -0.2 -0.5
C 17.372060 11.036393 6.626660 -0.4 0.6 0.9
O 16.494117 12.161889 6.553448 0.3 0.4 -0.5
C 15.753188 12.305049 7.653512 -1.3 0.2 0.3
O 14.869374 13.120480 7.755203 1.4 -1.1 0.3
O 16.095757 11.341057 8.565005 -0.9 1.2 -0.3
H 15.872951 9.101658 8.773147 0.1 -0.2 0.3
H 17.544523 8.525049 8.860633 0.0 0.1 -0.2
H 16.620589 8.603967 7.315845 0.4 0.0 -0.1
H 18.020217 10.845314 8.742592 0.3 -0.1 -0.3
H 16.991503 10.337196 5.882069 0.5 -0.3 0.1
H 18.375576 11.416291 6.435024 0.0 -0.4 -0.2
C 23.805506 7.262953 -0.347524 0.1 -1.5 0.8
C 23.187217 6.407054 0.861356 1.1 1.9 -2.3
C 23.761801 6.764494 2.215606 -0.8 0.5 0.2
O 22.590972 7.252851 2.920772 -0.7 -0.1 0.8
C 21.542937 7.352318 2.098468 -3.9 0.9 -0.2
O 20.365743 7.724305 2.341564 4.5 -1.1 -0.2
O 21.909159 6.986039 0.858925 -1.8 0.0 0.9
H 24.879077 7.125915 -0.476997 -0.1 -0.2 -0.2
H 23.622581 8.325683 -0.188585 -0.1 -0.1 0.5
H 23.235892 7.006355 -1.240718 0.3 -0.2 -0.1
H 23.036548 5.336934 0.719075 0.5 0.0 -0.3
H 24.404260 7.644309 2.179927 0.5 -0.5 0.0
H 24.143214 5.888436 2.740168 0.3 0.4 0.1
C 22.131385 1.750285 8.509441 1.3 -0.7 -0.2
C 23.572385 1.091898 8.308500 -2.1 0.5 1.5
C 23.880717 0.478992 6.984107 -0.3 -0.1 -0.3
O 24.912675 1.311098 6.450459 -0.3 0.8 0.0
C 25.232821 2.297948 7.369231 1.0 -0.8 -0.1
O 26.086354 3.120689 7.236581 -0.7 -0.4 -0.4
O 24.561501 2.089434 8.509565 -0.1 0.0 0.0
H 22.213145 2.387399 9.390063 -0.2 -0.2 0.1
H 21.401284 0.951992 8.642768 0.0 0.0 0.3
H 21.736424 2.367153 7.702237 0.5 0.0 -0.3
H 23.643056 0.300058 9.054215 0.3 0.4 0.4
H 22.920782 0.484241 6.467775 0.4 0.1 -1.0
H 24.223788 -0.553388 7.051878 0.2 0.1 0.0

***

Record 2
93
Properties=species:S:1:pos:R:3:forces:R:3 method="wB97M-V/def2-TZVPD" s_squared=6.023 charge=+3 total_energy_ev=-79319.8178 relative_energy_kcal_mol=39.6 multiplicity=5 max_force_ha_per_bohr=0.0536 lumo_ev="-8.1172 / -12.4990"
Rh -0.270736 -0.463631 -0.499311 -0.1 -0.7 1.0
P 1.686270 -0.897613 0.624080 0.6 -0.1 1.0
P 0.654573 4.571485 -1.401373 0.2 0.4 -0.2
P -1.078280 -2.634205 -0.464093 -0.5 -0.3 0.1
H 1.473864 -0.142579 -2.213933 -0.3 -0.3 0.2
C 0.386731 -0.026047 -2.335773 0.8 0.8 -2.5
C 0.385549 1.204893 -3.237151 -0.7 1.1 -1.4
H 1.300290 1.803361 -3.121738 -0.6 0.0 0.0
C 2.981587 -1.208331 -0.624779 0.2 0.0 0.2
C 2.298296 0.479376 1.644700 0.4 0.0 0.1
C 1.780522 -2.287988 1.815037 0.3 -0.1 0.0
C 1.690384 5.919361 -1.988339 0.1 0.0 -0.2
C -0.312370 5.191567 -0.031611 -0.6 0.1 0.3
C 1.683404 3.225729 -0.776418 0.2 -0.3 -0.1
C -2.710049 -2.995114 -1.217189 -0.4 0.0 0.0
C -1.418387 -3.310236 1.199306 0.2 -0.4 0.0
C 0.086934 -3.769458 -1.267950 -0.1 -0.3 -0.1
H 0.019227 -0.824391 -3.002194 0.1 0.0 0.7
H 0.394438 0.785332 -4.257050 0.1 0.5 0.2
H 3.962619 -1.330892 -0.154673 -0.1 -0.1 0.0
H 3.043700 -0.350194 -1.304195 0.1 -0.2 0.2
H 2.730815 -2.107475 -1.201388 0.1 0.2 0.1
H 3.311020 0.244665 2.003220 -0.2 0.1 -0.1
H 1.638643 0.618436 2.511488 0.2 -0.1 -0.3
H 2.327060 1.410386 1.065517 0.0 -0.3 0.2
H 1.360278 -3.209837 1.384293 0.3 0.4 0.2
H 1.232299 -2.025948 2.738590 0.3 -0.1 -0.5
H 2.838112 -2.470805 2.069173 -0.4 0.0 0.0
H 2.142021 6.459501 -1.139872 -0.2 -0.2 -0.3
H 1.075663 6.605194 -2.590063 0.2 -0.1 0.2
H 2.483440 5.508445 -2.626450 -0.2 0.2 0.1
H 0.303593 5.854289 0.595551 -0.1 -0.3 -0.3
H -0.680751 4.342440 0.562932 0.1 0.4 -0.1
H -1.177843 5.759607 -0.403737 0.3 -0.1 0.2
H 2.683089 3.332247 -1.220437 -0.2 -0.1 0.2
H 1.271681 2.242482 -1.052047 0.0 0.4 0.1
H 1.768288 3.258135 0.320147 -0.1 0.3 -0.4
H -2.587077 -3.703606 -2.050986 -0.2 0.3 0.3
H -3.215643 -2.085296 -1.573269 0.2 -0.5 0.1
H -3.348039 -3.445807 -0.438170 0.2 0.0 -0.4
H -1.701355 -4.364875 1.096697 0.0 0.1 0.0
H -2.264748 -2.772301 1.641659 0.2 -0.2 -0.2
H -0.561020 -3.247974 1.868572 -0.2 0.0 -0.1
H -0.494885 -4.575967 -1.729947 0.3 0.0 0.1
H 0.777706 -4.200390 -0.534947 -0.1 0.1 -0.2
H 0.658401 -3.254188 -2.048623 -0.1 -0.1 0.2
C -1.991089 1.673580 -3.425356 -0.4 -0.3 -0.6
C -2.179636 0.460382 -2.749231 0.4 0.0 -0.5
C -2.633171 -0.604370 -3.502931 -1.3 -0.1 -0.4
C -3.422182 -0.338680 -4.623740 0.0 0.0 0.0
C -3.760372 1.001171 -4.900694 0.0 -0.1 0.1
C -3.024692 2.055982 -4.329945 0.5 -0.4 0.5
O -0.740853 2.279037 -3.322890 -0.1 -1.1 1.5
H -0.141212 4.119398 -2.506015 0.4 0.1 0.8
H -1.848880 0.341570 -1.713596 0.4 -0.1 -0.6
H -2.395014 -1.628229 -3.225834 -0.3 0.3 0.0
H -3.814303 -1.184064 -5.201802 0.1 0.6 0.1
H -4.567093 1.200939 -5.611263 0.4 0.1 0.2
H -3.268736 3.116849 -4.482734 0.5 -0.6 -0.6
C -3.718416 4.448746 0.287876 -0.1 0.0 -0.1
C -3.077657 3.769854 -0.746181 0.4 -0.2 0.0
C -2.301414 2.653175 -0.445034 -0.1 0.0 -0.3
C -2.348006 2.071423 0.824614 -0.3 -0.2 0.0
C -3.079587 2.711344 1.835287 -0.5 0.1 0.1
C -3.707874 3.929879 1.581499 0.2 -0.1 0.1
P -1.661368 0.383227 1.066349 0.0 1.3 0.9
C -0.985855 0.475730 2.753413 0.3 -0.2 0.5
C -0.507256 1.692341 3.279567 -0.3 -0.1 0.2
C -0.031876 1.752716 4.593117 0.2 -0.2 -0.2
C 0.048161 0.586804 5.359852 -0.1 -0.1 0.0
C -0.364242 -0.639018 4.830160 0.1 0.0 -0.2
C -0.855857 -0.695298 3.526231 -0.3 0.3 0.1
C -3.301373 -0.428275 1.282085 0.5 0.8 1.0
C -3.791263 -0.873461 2.520719 -1.3 -0.5 1.0
C -5.066724 -1.436694 2.617290 1.8 0.4 1.1
C -5.898004 -1.471879 1.495876 -0.8 -0.3 -0.9
C -5.460175 -0.940969 0.276413 0.8 0.5 -0.8
C -4.169170 -0.419426 0.174539 -1.9 -0.3 -1.2
H -4.197095 5.399909 0.079160 -0.2 -0.2 0.1
H -3.132061 4.109870 -1.782909 0.1 0.1 0.4
H -1.612809 2.269148 -1.194422 -0.4 -0.1 0.2
H -3.159361 2.259445 2.822401 0.0 0.1 -0.1
H -4.201635 4.462666 2.390885 0.0 -0.1 -0.2
H -0.552489 2.610301 2.689683 0.0 -0.3 0.2
H 0.312166 2.704848 5.004648 -0.2 -0.3 -0.1
H 0.426731 0.622565 6.380491 -0.1 0.1 -0.2
H -0.305394 -1.562858 5.414640 0.0 0.4 -0.1
H -1.221340 -1.648293 3.137711 0.3 0.3 0.2
H -3.217540 -0.750037 3.436746 0.0 -0.2 -0.3
H -5.403770 -1.836113 3.577240 0.0 0.2 -0.3
H -6.894654 -1.908463 1.568710 0.2 0.2 0.0
H -6.122734 -0.926648 -0.595416 0.3 0.0 0.4
H -3.848933 0.037686 -0.766866 -0.1 -0.2 0.2